DFT (ωB97M-V/def2-TZVPD) results for C23H30N2O7S in the gas phase.

```
63
Properties=species:S:1:pos:R:3:forces:R:3
C 0.4391 0.9736 -2.7679 -0.1552 0.0675 0.4169
C 0.5062 1.1779 -1.2564 0.3709 -0.1089 -0.2934
O -0.7439 1.5081 -0.6871 -0.4980 -0.0877 0.1941
C -1.6377 0.5199 -0.3634 -0.0358 0.1452 0.0417
C -1.4300 -0.8225 -0.6523 -0.1399 -0.0953 -0.0767
C -2.3213 -1.7897 -0.2055 -0.2485 0.5782 -0.0296
C -2.1376 -3.2284 -0.5036 -0.0035 -0.1732 -0.1260
O -3.0627 -3.9725 -0.7570 -0.1204 0.0192 0.0605
N -0.8506 -3.7200 -0.5460 -0.0199 -0.5020 -0.2779
C 0.3381 -3.1641 -0.0895 0.5877 0.1848 0.2118
C 0.3782 -2.3474 1.0452 0.1892 -0.1191 0.0270
C 1.5659 -1.7567 1.4258 -0.1151 -0.0313 0.0540
C 2.7196 -2.0025 0.7028 0.5746 0.1094 0.0559
S 4.2061 -1.1201 1.1400 -0.5779 0.0399 -0.3682
O 4.2428 -0.9108 2.5565 -0.2287 0.1742 0.0554
O 5.3275 -1.7558 0.5051 -0.2059 -0.0091 -0.1817
N 3.8406 0.3558 0.4076 0.1705 -0.7667 0.5876
C 4.1404 1.5461 1.1809 0.4089 0.2937 0.3970
C 5.6164 1.9235 1.0377 -0.2488 0.0517 0.2090
O 5.9671 2.0838 -0.3198 -0.0278 0.1815 -0.0802
C 5.7502 0.8930 -1.0450 -0.1313 -0.2119 -0.1866
C 4.2804 0.4661 -0.9698 0.3762 -0.0255 -0.4073
C 2.7113 -2.8646 -0.3766 0.1965 -0.0026 0.0771
C 1.5229 -3.4493 -0.7718 -0.2890 0.0740 0.1131
C -3.4714 -1.4158 0.4807 0.0608 -0.1210 0.0475
C -3.7223 -0.0793 0.7391 0.1944 0.2404 -0.0704
O -4.8007 0.4052 1.4048 0.3082 0.1168 -0.1406
C -5.8542 -0.4689 1.7603 -0.3962 -0.2706 -0.0148
C -6.7212 -0.8661 0.5691 0.3369 0.1657 0.2055
C -2.8007 0.9086 0.3230 -0.1767 -0.0367 0.0095
O -3.1444 2.1709 0.6771 0.1357 -0.3455 0.1410
C -2.6556 3.2952 -0.0357 0.0818 0.6720 -0.2275
C -3.5642 4.4671 0.3052 0.1632 -0.4579 -0.0328
H 1.4333 0.7602 -3.1511 0.1179 -0.0341 -0.0801
H -0.2220 0.1506 -3.0265 -0.0263 -0.0869 -0.0668
H 0.0621 1.8749 -3.2449 -0.0098 0.0678 -0.0734
H 0.9470 0.3066 -0.7552 -0.0353 0.0858 0.0249
H 1.1325 2.0480 -1.0360 0.0071 -0.1584 0.0157
H -0.5714 -1.1232 -1.2272 0.1056 0.0448 -0.0257
H -0.7836 -4.6340 -0.9780 -0.1290 0.1479 0.0813
H -0.5230 -2.1738 1.6106 -0.0300 0.0213 0.0756
H 1.6220 -1.1141 2.2891 -0.1100 0.0902 0.1513
H 3.5029 2.3560 0.8123 0.0192 -0.0617 0.0257
H 3.9021 1.3272 2.2205 -0.0176 0.2475 0.0116
H 6.2290 1.1323 1.4957 0.0097 0.0997 0.0059
H 5.8264 2.8787 1.5213 -0.0071 -0.1009 0.0632
H 6.3733 0.0828 -0.6421 -0.0255 0.1212 -0.1031
H 6.0408 1.1070 -2.0750 -0.0278 -0.0947 0.0344
H 3.6473 1.2104 -1.4642 0.0100 -0.0715 0.0025
H 4.1427 -0.5048 -1.4446 -0.0190 0.0726 -0.2458
H 3.6374 -3.0690 -0.8903 0.0798 -0.0716 -0.1116
H 1.5006 -4.1167 -1.6207 -0.0079 -0.0348 -0.1137
H -4.1485 -2.1947 0.7892 -0.1306 -0.0337 0.0178
H -6.4474 0.1096 2.4739 0.1064 -0.1445 -0.0393
H -5.4669 -1.3572 2.2742 -0.0056 0.1116 0.0115
H -6.1481 -1.4337 -0.1595 -0.0159 -0.0760 -0.0837
H -7.5550 -1.4731 0.9108 -0.0980 -0.0839 0.0149
H -7.1088 0.0261 0.0839 -0.0634 0.0651 -0.0462
H -2.6750 3.0976 -1.1133 0.0390 -0.0206 0.1280
H -1.6236 3.5149 0.2600 -0.1826 -0.0726 -0.1011
H -4.5848 4.2467 0.0051 -0.1164 0.0296 -0.0374
H -3.5517 4.6427 1.3770 -0.0075 0.0794 0.1148
H -3.2237 5.3615 -0.2089 0.0337 0.1122 -0.0420
```
Forces are in eV/Å.

DFT total energy in eV: -52484.55774
Spin multiplicity: 1
LUMO level in eV: 0.2702
Energy relative to the best compared isomer or geometry (same formula, charge and spin) in eV: 0.226
F_max in hartree/bohr: 0.0191
Highest occupied orbital energy in eV: -8.180
SMILES: CCOc1cc(C(=O)Nc2ccc(S(=O)(=O)N3CCOCC3)cc2)cc(OCC)c1OCC

DFT (ωB97M-V/def2-TZVPD) results for 2 unconnected molecules or ions with the total composition C2H8NO in a non-equilibrium geometry.

```
12
Properties=species:S:1:pos:R:3:forces:R:3
C -1.7614 0.4218 -0.7712 -1.4551 -0.6166 -0.5215
C -0.4652 1.8404 -2.1926 -0.4186 -1.2273 -0.6859
N -0.5621 1.1850 -1.0889 1.2435 0.2400 -1.2359
H -2.0260 0.3720 0.2787 0.6189 0.2760 0.2348
H -2.5837 0.9352 -1.2658 0.0150 0.1901 0.1205
H -1.8295 -0.5925 -1.1763 0.8472 0.0251 0.0606
H -1.1067 1.4747 -2.9955 -0.7919 1.0468 0.2213
H 0.2903 2.5694 -2.4712 0.4668 -0.4024 0.5463
H 0.3530 1.0454 -0.6570 -0.5423 0.4753 1.2574
H 2.9008 -3.5179 3.2070 0.6371 -0.3301 -0.7194
H 2.3710 -2.0806 2.7947 0.5151 0.6465 -1.2979
O 2.3696 -2.7690 3.4229 -1.1356 -0.3234 2.0197
```
Forces are in eV/Å.

DFT total energy in eV: -5732.71348
Spin multiplicity: 1
LUMO level in eV: -6.1908
Energy relative to the best compared isomer or geometry (same formula, charge and spin) in eV: 2.171
F_max in hartree/bohr: 0.0455
Highest occupied orbital energy in eV: -13.693
Net charge: +1

DFT (ωB97M-V/def2-TZVPD) results for C6H6 in the gas phase in a non-equilibrium geometry.

```
12
Properties=species:S:1:pos:R:3:forces:R:3
C -2.3211 -0.1559 0.4952 -1.3972 1.2894 -4.1915
C -1.8314 0.5125 -1.0795 0.6769 -1.1456 3.5878
C -0.7715 0.7264 -1.6594 -2.8454 -0.0484 0.0272
C 0.3003 0.3793 -0.9039 1.9615 0.2598 -0.6885
C 1.2164 0.0706 -0.2099 -0.2976 0.1430 -0.4133
C 2.5288 -0.1508 0.2709 0.7722 -0.0258 0.5794
H -2.4732 0.6511 1.2292 0.8497 -0.5427 -0.3663
H -1.8929 -1.1615 0.7087 0.4171 1.3601 -0.2922
H -3.2676 -0.3061 0.0123 -1.3060 -0.7855 1.0667
H 2.7387 -1.2178 0.1566 0.4501 0.1767 0.3603
H 2.5583 0.1936 1.3045 0.5204 -0.3942 0.1664
H 3.2153 0.4585 -0.3248 0.1982 -0.2868 0.1639
```
Forces are in eV/Å.

DFT total energy in eV: -6311.80529
Spin multiplicity: 1
LUMO level (spin up / spin down) in eV: -0.7594 / -0.7613
Energy relative to the best compared isomer or geometry (same formula, charge and spin) in eV: 7.395
F_max in hartree/bohr: 0.0895
Highest occupied orbital energy (spin up / spin down) in eV: -8.437 / -8.437
SMILES: CC#CC#CC

DFT (ωB97M-V/def2-TZVPD) results for 2 unconnected molecules or ions with the total composition C4H8NO3 in a non-equilibrium geometry.

```
16
Properties=species:S:1:pos:R:3:forces:R:3
C -0.0659 2.7022 0.1012 -0.4070 1.0108 -0.5258
C 0.1669 1.3831 0.7853 0.3345 -0.1599 0.6973
O 1.2153 0.7856 0.6857 0.2184 0.2066 -0.3301
N -0.7767 0.9786 1.6836 -0.2775 0.0401 0.1098
H -0.3617 2.6363 -0.9494 0.0458 -0.4617 0.0872
H 0.8650 3.2611 0.0989 0.2279 -0.1265 0.0617
H -0.6069 0.0771 2.1058 -0.0563 -0.2454 -0.3151
H -1.7390 1.2450 1.5717 0.0313 0.0535 -0.0504
H -0.8071 3.3608 0.5716 0.0025 -0.4040 0.1657
C 0.3363 -1.9677 -1.5176 -0.2612 0.2372 1.1958
C 0.2813 -2.8987 -0.2503 0.5322 0.2644 -0.5756
O -0.5355 -2.5340 0.6249 -0.2482 -0.1058 0.2246
O 1.0748 -3.8632 -0.2477 -0.1858 -0.1208 0.1222
H -0.4682 -2.2465 -2.1957 0.1816 -0.1353 -0.3203
H 1.3323 -1.9329 -1.9591 -0.1908 -0.2484 -0.2398
H 0.0891 -0.9870 -1.1089 0.0526 0.1950 -0.3072
```
Forces are in eV/Å.

DFT total energy in eV: -11912.18352
Spin multiplicity: 1
LUMO level in eV: 3.2374
Energy relative to the best compared isomer or geometry (same formula, charge and spin) in eV: 1.111
F_max in hartree/bohr: 0.0242
Highest occupied orbital energy in eV: -3.639
Net charge: -1

DFT (ωB97M-V/def2-TZVPD) results for 2 unconnected molecules or ions with the total composition C2H4NP in a non-equilibrium geometry.

```
8
Properties=species:S:1:pos:R:3:forces:R:3
C 1.1825 -1.0934 0.5915 -0.9330 3.6777 -0.5269
C -2.0420 0.8468 -0.8502 0.8502 1.3896 1.1772
N 1.0703 0.0132 -0.1143 1.0930 -3.1758 0.6301
P 1.1641 1.1597 -1.0921 -0.6340 0.9782 -0.6283
H 1.5252 -2.0052 0.1605 0.0450 -0.4306 -0.0390
H 0.8685 -0.8263 1.5847 0.1374 -1.2228 0.6783
H -1.6240 1.8016 -0.2734 -0.8450 -1.5717 -0.8996
H -2.1446 0.1036 -0.0066 0.2865 0.3555 -0.3918
```
Forces are in eV/Å.

DFT total energy in eV: -12910.61151
Spin multiplicity: 1
LUMO level (spin up / spin down) in eV: -0.7002 / -0.6975
Energy relative to the best compared isomer or geometry (same formula, charge and spin) in eV: 5.918
F_max in hartree/bohr: 0.0745
Highest occupied orbital energy (spin up / spin down) in eV: -7.588 / -7.614

DFT (ωB97M-V/def2-TZVPD) results for C12H16Cl2N2OS in the gas phase.

```
34
Properties=species:S:1:pos:R:3:forces:R:3
C -0.7486 3.9109 -1.8413 -0.1309 0.0694 -0.0078
O 0.3333 3.0138 -1.7842 0.2210 -0.1174 0.1048
C 0.8612 2.6859 -3.0529 0.2582 0.0150 -0.1759
C 1.9618 1.6288 -2.8719 -0.4843 0.3512 0.0805
N 1.4823 0.2700 -2.9483 0.1041 0.1245 -0.0779
C 0.7875 -0.4120 -2.0027 0.0425 0.0895 -0.1330
S 0.5728 -2.0432 -2.2088 -0.1180 -0.8720 -0.1282
N 0.2938 0.2665 -0.9580 0.3077 0.3663 -0.2476
C -0.4070 -0.3832 0.1173 0.0783 -0.3254 0.3272
C 0.5699 -0.9650 1.1565 -0.1750 0.0895 -0.1651
C -0.1804 -1.7363 2.1964 0.0705 0.1444 0.0696
C -0.3955 -3.1009 2.0384 -0.0479 0.0616 0.1127
C -1.1102 -3.8368 2.9647 -0.0629 -0.0046 0.0894
C -1.6277 -3.1978 4.0802 0.1732 0.2131 -0.2212
Cl -2.5172 -4.0968 5.2546 -0.1280 -0.1352 0.1670
C -1.4434 -1.8379 4.2668 -0.0384 -0.0957 0.0119
C -0.7284 -1.1236 3.3199 -0.0493 -0.4117 -0.0545
Cl -0.5274 0.5763 3.5696 0.0154 0.2995 0.0742
H -1.5854 3.4844 -2.4062 0.0112 0.0259 0.0270
H -1.0561 4.0928 -0.8138 -0.0660 0.0611 -0.0476
H -0.4509 4.8568 -2.3073 -0.0110 -0.0134 0.0205
H 1.2802 3.5895 -3.5185 -0.0407 -0.0367 0.0470
H 0.0686 2.2944 -3.7067 0.1030 0.0262 0.0392
H 2.7091 1.7557 -3.6550 -0.0171 -0.0245 0.0838
H 2.4413 1.8111 -1.9027 0.0780 0.0364 -0.1032
H 1.7829 -0.3005 -3.7224 -0.0344 -0.0236 0.1894
H 0.4196 1.2700 -0.9200 -0.1215 0.0078 -0.0469
H -0.9985 -1.2033 -0.3017 0.0044 0.1901 0.0747
H -1.0734 0.3401 0.5891 0.0026 0.0073 -0.0269
H 1.2578 -1.6296 0.6326 0.0027 0.0371 0.0072
H 1.1374 -0.1530 1.6134 0.0404 -0.0406 -0.0430
H 0.0074 -3.5900 1.1646 0.0665 -0.0482 -0.1235
H -1.2649 -4.8947 2.8257 -0.0268 -0.1022 0.0121
H -1.8521 -1.3422 5.1327 -0.0276 0.0349 0.0641
```
Forces are in eV/Å.

DFT total energy in eV: -53612.01588
Spin multiplicity: 1
LUMO level in eV: 0.5508
Energy relative to the best compared isomer or geometry (same formula, charge and spin) in eV: 0.000
F_max in hartree/bohr: 0.0173
Highest occupied orbital energy in eV: -8.045
SMILES: COCCNC(=S)NCCc1ccc(Cl)cc1Cl

DFT (ωB97M-V/def2-TZVPD) results for a molecular structure, C16H44CoN4O4 in a non-equilibrium geometry.

```
69
Properties=species:S:1:pos:R:3:forces:R:3
Co 0.4145 -0.3065 0.0736 -1.0689 1.2832 -0.1080
C 1.9121 -0.0310 3.4980 3.3675 -2.2454 0.2367
C 0.5507 -0.2485 3.0380 1.1998 0.7172 0.0083
C -0.4689 0.3375 3.9552 -0.1717 -1.6901 0.6518
O -1.6618 0.2176 3.2166 0.4725 0.1593 0.0999
C -2.6172 1.0922 3.6769 -2.8985 1.5470 -0.4412
N 0.4714 0.6093 1.8751 -2.0327 2.4645 0.0623
H 2.0848 -0.5486 4.3985 0.3905 -1.0727 1.2430
H 2.1712 0.9428 3.7938 -0.2345 1.8220 0.0162
H 2.7660 -0.3479 2.8002 -1.5492 0.3032 0.7940
H 0.3144 -1.2722 2.7614 -0.1031 -0.1141 0.2318
H -0.2176 1.3422 4.2148 0.1039 1.1120 -0.1713
H -0.5560 -0.1696 4.8901 -0.0914 -0.6854 0.7692
H -2.9656 0.8838 4.6826 0.2304 -0.1431 0.3461
H -3.5040 0.9687 3.0291 0.2625 -0.1164 0.2976
H -2.4113 2.1905 3.6011 0.6216 -0.8035 0.0866
H 0.9189 1.5219 2.1615 -0.1948 -1.2997 -0.8269
H -0.5218 0.8101 2.0784 -0.1190 0.7761 -1.7946
C 1.4019 2.2846 -0.6630 -1.0042 4.5397 -1.7553
C 1.2434 1.6825 -2.0251 -2.2430 0.6177 0.4959
C 2.5560 1.4000 -2.6705 3.7316 1.1957 -0.8853
O 2.5365 0.0651 -3.1333 0.8708 0.1097 -0.4665
C 2.3950 -0.0501 -4.5268 1.8073 -1.3267 -1.2568
N 0.6595 0.3831 -1.7484 -2.2586 -1.0400 -0.4211
H 1.8661 3.2970 -0.7939 0.0469 -0.7590 0.4398
H 1.9882 1.6985 -0.0459 1.2411 -1.1445 1.1390
H 0.4412 2.5284 -0.2045 0.0690 -0.3874 0.0145
H 0.5068 2.0959 -2.7507 0.9131 0.9764 0.7328
H 3.4698 1.4304 -2.0060 -1.2962 0.1359 -0.0103
H 2.8820 2.1551 -3.4595 -0.8895 -1.0400 0.6084
H 3.3225 0.4193 -4.9261 -0.7577 -0.5180 -0.3871
H 1.5323 0.4301 -4.9483 -0.6227 0.3769 0.0450
H 2.3701 -1.1519 -4.7817 0.0954 1.2963 0.2600
H 1.3818 -0.0404 -2.3124 -0.0914 -2.7232 -0.2113
H -0.2171 0.1709 -2.2550 0.6226 0.6329 0.2233
C 1.7181 -3.0155 -1.6530 1.4150 -1.1634 -1.7780
C 1.1316 -2.9965 -0.2472 2.0960 1.1725 -0.4911
C 1.9864 -2.3614 0.8374 0.3879 -0.9939 1.4222
O 2.1506 -0.9589 0.6092 2.1209 -1.3973 0.7610
C 3.4703 -0.6762 0.1627 0.1130 0.9493 -2.7050
N -0.1063 -2.2494 -0.3220 -1.7764 -1.1754 0.2980
H 2.8591 -3.2844 -1.8297 -2.5223 -0.4691 0.8290
H 1.7943 -2.0337 -2.0490 -0.4153 1.2785 -0.1837
H 1.0052 -3.5530 -2.4003 1.4945 0.4820 1.3748
H 0.8923 -3.9499 0.0509 -0.1327 -2.5270 0.7730
H 2.9623 -2.8449 1.0052 -0.2475 0.1323 -0.6093
H 1.5307 -2.4771 1.8505 -0.0979 0.0754 -0.8257
H 3.5654 0.4214 0.0444 -0.3006 -0.7176 -0.4643
H 3.6067 -1.2798 -0.7694 0.0645 1.1087 0.2738
H 4.3387 -0.9070 0.7226 0.1849 -0.8464 1.8178
H -0.6886 -2.5682 0.4616 0.1248 0.2874 0.1267
H -0.5853 -2.7503 -1.0716 -0.3867 0.9354 -0.4582
C -2.1533 2.3118 -1.0514 1.1492 -0.6270 -0.5115
C -2.5090 1.3169 0.0247 -3.4297 1.2910 -0.0606
C -3.9169 0.6544 -0.1344 -1.6845 1.3326 1.2099
O -3.9737 -0.5485 -0.8507 1.0486 -0.0795 -0.9012
C -5.2861 -0.9401 -1.1839 -1.7698 1.1487 0.4028
N -1.7148 0.1720 0.0576 1.9476 -2.4157 0.1284
H -1.4491 3.0594 -0.7704 0.8316 0.3713 0.7613
H -2.9490 2.9129 -1.3594 -1.7710 0.5996 -0.3980
H -1.7240 1.8934 -1.9624 -0.2149 -0.4513 -0.0430
H -2.6863 1.8595 0.9486 0.8189 0.0230 0.4320
H -4.5592 1.4011 -0.5631 -0.6643 0.2820 -0.4271
H -4.3266 0.4731 0.8919 0.3169 0.0060 -0.4711
H -5.4003 -1.7260 -1.8883 1.0662 -0.8682 -0.7330
H -5.8722 -0.1120 -1.6615 0.5186 -0.3402 0.7229
H -5.7996 -1.3158 -0.2935 -0.1027 0.3966 0.1112
H -2.1382 -0.2193 -0.7690 0.9584 -1.0395 -1.1887
H -2.1889 -0.4987 0.6691 0.4392 0.2825 0.7378
```
Forces are in eV/Å.

DFT total energy in eV: -69064.32775
Spin multiplicity: 4
LUMO level (spin up / spin down) in eV: -4.9369 / -5.3169
Energy relative to the best compared isomer or geometry (same formula, charge and spin) in eV: 2.704
F_max in hartree/bohr: 0.0966
Highest occupied orbital energy (spin up / spin down) in eV: -15.073 / -15.355
Net charge: +2
⟨S²⟩: 3.76